Density functional theory data (ωB97M-V/def2-TZVPD) for a cluster of 2 separate species, C6H13S in total.

```
20
Properties=species:S:1:pos:R:3:forces:R:3:lowdin_charge:R:1
S -0.719944 1.049511 3.657055 0.10 0.18 0.01 0.02
C 1.211039 -0.770389 -2.003777 0.13 -0.41 -0.48 -0.20
C -1.370303 -0.158750 1.257049 -0.04 -0.16 -0.10 -0.27
C 1.354625 -2.072619 -1.779172 -0.18 0.41 0.66 -0.01
C 1.068182 -0.134481 -3.363751 -0.16 -0.24 0.45 -0.27
C -0.181773 0.264041 2.104531 -0.01 -0.28 0.35 -0.89
C -0.158870 0.776261 -3.425294 0.18 0.06 -0.24 -0.12
H -1.063001 0.186519 -3.283545 -0.07 0.02 0.05 0.07
H 0.956950 -0.929940 -4.103363 0.11 -0.01 -0.08 0.10
H 1.183750 -0.119850 -1.136001 -0.07 0.15 -0.03 0.10
H -0.138238 1.553630 -2.662201 0.05 -0.04 0.08 0.07
H -2.040250 0.687619 1.093636 0.06 0.03 -0.13 0.04
H 1.392356 -2.854158 -2.524480 -0.03 0.12 -0.26 0.05
H -1.069700 -0.604341 0.294247 -0.08 0.08 0.03 0.03
H -0.219925 1.269843 -4.397244 -0.06 0.00 -0.01 0.06
H 0.499489 0.900526 1.527509 -0.07 0.10 0.02 0.02
H 1.986671 0.406286 -3.601359 -0.04 0.18 -0.05 0.10
H 0.377626 -0.642973 2.369588 0.11 0.07 -0.16 0.02
H -1.940834 -0.900608 1.819530 -0.06 -0.02 -0.06 0.04
H 1.387131 -2.378601 -0.740480 0.12 -0.25 -0.04 0.05
```
Forces are in eV/Å.

Results
- Max |F|: 0.79 eV/Å
- Total charge: -1
- Kohn-Sham gap: 0.1933 Eh
- Energy relative to the best compared isomer or geometry (same formula, charge and spin): 8.9 kcal/mol

---

Density functional theory data (ωB97M-V/def2-TZVPD) for a cluster of 3 separate species, C3H12O2S2 in total.

```
19
Properties=species:S:1:pos:R:3:forces:R:3:lowdin_charge:R:1
S -2.009467 -0.319023 0.184919 -0.75 -0.38 -0.65 0.45
S -2.197193 0.994880 -1.439341 -0.80 -0.43 0.65 0.34
O 1.970494 -0.591606 -4.412472 0.11 -0.43 -0.48 -0.07
O 5.852136 -1.950682 0.410674 -0.32 -0.33 0.28 -0.06
C -0.885183 0.543302 2.688378 0.23 -1.39 0.31 -0.30
C -0.900829 0.651654 1.130162 1.93 1.74 1.59 -0.67
C 0.505306 0.510857 3.375627 -0.64 0.19 0.31 -0.12
H -1.403177 1.410072 3.070120 -0.40 0.06 0.21 0.09
H -1.436316 -0.353192 2.997319 -0.04 0.17 0.04 0.09
H -0.905127 1.007483 -1.643977 0.92 0.04 -0.50 -0.22
H -1.198524 1.689791 1.050916 -0.03 0.20 -0.86 0.05
H 5.635204 -1.791000 1.336001 0.18 0.26 0.00 0.03
H 5.356652 -2.762570 0.244538 0.14 0.07 -0.28 0.03
H 1.397461 -0.971024 -5.092521 -0.17 0.23 0.22 0.03
H 0.970561 1.490170 3.280711 0.42 -0.13 -0.35 0.07
H 0.452824 0.352799 4.469271 -0.46 0.04 -0.45 0.07
H 2.806200 -1.032101 -4.615205 0.05 0.21 0.27 0.03
H 0.143767 0.595569 0.747088 -0.65 -0.19 0.08 0.08
H 1.125354 -0.302823 3.020919 0.28 0.07 -0.41 0.06
```
Forces are in eV/Å.

Results
- Max |F|: 3.05 eV/Å
- Kohn-Sham gap: 0.3352 Eh
- Energy relative to the best compared isomer or geometry (same formula, charge and spin): 26.8 kcal/mol
- SMILES: CCCSS.O.O